[1]
{"formula": "C4H13N3", "method": "the ωB97M-V functional and the def2-TZVPD basis", "species": ["C", "N", "C", "N", "C", "N", "C", "H", "H", "H", "H", "H", "H", "H", "H", "H", "H", "H", "H", "H"], "coordinates": [[0.55748, 0.04446, 1.11269], [1.20847, 0.42616, -0.14368], [1.16114, 1.86519, -0.36303], [1.77937, 2.27694, -1.63558], [-0.33273, -1.17402, 0.92780], [-1.29180, -0.91206, -0.11720], [-2.40132, -1.82120, -0.18965], [-0.07451, 0.88693, 1.41973], [1.21653, -0.09828, 1.98121], [2.20176, 0.18769, -0.03732], [0.11113, 2.16401, -0.43074], [1.58464, 2.44995, 0.45464], [2.53282, 1.62156, -1.83069], [1.07011, 2.14314, -2.35195], [0.32647, -2.03306, 0.73906], [-0.82230, -1.39360, 1.88256], [-0.75961, -0.48045, -0.86401], [-2.71448, -2.00077, 0.83445], [-3.23876, -1.37760, -0.73005], [-2.11441, -2.77501, -0.65824]], "forces_ev_per_a": [[-0.81, 0.40, 0.39], [0.52, -0.17, 0.40], [-0.20, 0.50, -0.73], [-0.27, -0.26, 0.39], [0.48, 0.17, 0.24], [0.41, 0.73, 1.30], [0.81, 0.25, -0.84], [-0.08, -0.15, -0.05], [0.37, -0.07, -0.36], [-0.07, -0.12, -0.23], [0.03, -0.03, 0.27], [0.16, -0.12, 0.18], [0.04, 0.19, -0.11], [0.24, -0.14, -0.10], [-0.02, -0.22, -0.19], [-0.23, 0.08, -0.01], [-0.78, -0.57, -0.62], [-0.20, -0.19, 0.10], [-0.03, -0.08, -0.10], [-0.36, -0.20, 0.06]], "e_lumo_ev": [3.99, 3.85], "e_tot_ev": -8826.7975, "total_charge": -1, "orbital_gap_ev": [2.494, 8.645], "de_lowest_kcal_mol": 19.65, "multiplicity": 2}


[2]
{"formula": "C4H13N3", "method": "the ωB97M-V functional and the def2-TZVPD basis", "species": ["N", "C", "C", "C", "N", "C", "N", "H", "H", "H", "H", "H", "H", "H", "H", "H", "H", "H", "H", "H"], "coordinates": [[-1.83037, -1.38235, 2.27181], [-1.61275, -0.15444, 1.47180], [-0.10237, 0.08759, 1.18563], [0.07506, 1.13360, 0.05222], [-0.04363, 0.55255, -1.28586], [1.09784, 0.58712, -2.16802], [2.20349, -0.36174, -2.10202], [-1.31695, -1.38820, 3.14985], [-1.56393, -2.14190, 1.66033], [-2.17895, -0.28892, 0.55499], [-1.96624, 0.71322, 2.02433], [0.39925, 0.43887, 2.08814], [0.24562, -0.91985, 0.93930], [1.10722, 1.45280, 0.19240], [-0.78965, 1.79324, 0.13320], [-0.50978, -0.33503, -1.33792], [0.72244, 0.47364, -3.18934], [1.50844, 1.59547, -2.10742], [2.55532, -0.53448, -1.15044], [1.99994, -1.32120, -2.38299]], "forces_ev_per_a": [[-0.52, 0.75, -0.51], [1.15, -0.43, 1.22], [-1.43, -0.10, -0.51], [-0.07, -2.43, 0.12], [0.49, -0.04, -0.32], [-0.25, 0.04, -0.77], [0.64, -0.97, 1.34], [0.08, -0.10, -0.44], [0.16, -0.38, 0.54], [-0.05, 0.24, -0.17], [-0.46, 0.02, -0.09], [-0.06, -0.13, 0.12], [0.69, 0.30, -0.26], [-0.37, 1.16, -0.26], [0.79, 0.97, 0.43], [-0.24, -0.23, 0.26], [-0.04, 0.13, 0.02], [0.14, -0.02, 0.07], [-0.12, 0.72, -0.34], [-0.53, 0.48, -0.43]], "e_lumo_ev": 1.02, "e_tot_ev": -8828.2352, "total_charge": 0, "smiles": "NCCCNCN", "orbital_gap_ev": 9.551, "de_lowest_kcal_mol": 27.15, "multiplicity": 1}


[3]
{"formula": "C4H13N3", "method": "the ωB97M-V functional and the def2-TZVPD basis", "species": ["C", "C", "C", "C", "N", "N", "N", "H", "H", "H", "H", "H", "H", "H", "H", "H", "H", "H", "H", "H"], "coordinates": [[-0.54965, -1.07635, -0.91136], [-1.28535, -0.48939, 1.40805], [-1.37224, 1.23703, -0.28652], [-0.60705, 0.01856, 0.16979], [2.71008, -0.34643, -0.96023], [1.24220, 0.87049, 0.36596], [2.28400, 0.07330, 0.35247], [-0.32836, -0.50601, -1.85289], [0.04151, -1.99683, -0.71838], [-1.66266, -1.09398, -1.13641], [-0.60783, -0.92899, 2.08700], [-1.97561, -1.15702, 0.97568], [-1.83875, 0.37802, 1.94552], [-2.42789, 0.97088, -0.29073], [-1.34655, 2.00585, 0.41477], [-0.99859, 1.63537, -1.18544], [1.86465, -0.56671, -1.48862], [3.23436, 0.40277, -1.29654], [1.13714, 1.20960, 1.32541], [2.48659, -0.64016, 1.08249]], "forces_ev_per_a": [[-1.22, 2.70, -0.99], [-0.06, 2.86, 0.63], [-0.06, -1.67, -0.02], [2.54, 1.31, -0.06], [-1.33, -1.52, 2.30], [-4.50, 0.02, 0.44], [2.72, -2.17, -0.36], [0.91, -0.95, 0.54], [-0.79, 0.62, -0.21], [0.94, -1.55, 0.43], [0.55, -0.94, 0.86], [-1.23, -1.20, 0.37], [0.88, -1.56, -0.74], [-0.31, -0.05, -0.67], [0.46, 1.34, 1.49], [0.14, 0.36, -1.42], [0.57, 0.41, -0.16], [0.61, 1.34, -1.20], [-0.09, 0.09, -0.26], [-0.73, 0.55, -0.97]], "e_lumo_ev": 0.90, "e_tot_ev": -8824.6863, "total_charge": 0, "orbital_gap_ev": 8.086, "de_lowest_kcal_mol": 108.99, "multiplicity": 1}


[4]
{"formula": "C4H13N3", "method": "the ωB97M-V functional and the def2-TZVPD basis", "species": ["N", "C", "C", "N", "C", "C", "N", "H", "H", "H", "H", "H", "H", "H", "H", "H", "H", "H", "H", "H"], "coordinates": [[0.48103, -0.65586, 2.61382], [-0.69784, 0.15226, 2.32180], [-1.23460, -0.08125, 0.92222], [-0.19802, 0.38814, -0.05391], [-0.52784, 0.02450, -1.41062], [0.50657, 0.49766, -2.38362], [1.76678, -0.25597, -2.11699], [0.28434, -1.64560, 2.65738], [0.97579, -0.38041, 3.44769], [-1.49985, 0.09442, 3.06207], [-0.32043, 1.17712, 2.25897], [-2.11889, 0.55069, 0.85723], [-1.41078, -1.11666, 0.60870], [0.62879, -0.04863, 0.34710], [-1.50418, 0.47937, -1.59979], [-0.61147, -1.04952, -1.63332], [0.74913, 1.55821, -2.36643], [0.11900, 0.17548, -3.33851], [2.36760, -0.01171, -2.87372], [2.24486, 0.14777, -1.32009]], "forces_ev_per_a": [[0.04, -0.30, -0.39], [0.52, 0.09, -0.16], [1.09, 0.52, -0.94], [-0.67, -0.08, 1.51], [-0.09, 0.40, 0.31], [0.89, -0.60, 0.43], [-0.59, 0.17, -0.07], [-0.10, -0.03, 0.11], [-0.11, 0.07, 0.07], [-0.03, -0.07, 0.06], [-0.30, 0.12, 0.35], [-0.28, -0.25, -0.40], [-0.65, -0.18, 0.76], [0.30, -0.05, -0.75], [0.02, 0.01, -0.27], [-0.14, -0.18, 0.46], [-0.67, 0.29, 0.00], [0.25, 0.21, -0.64], [0.70, -0.16, -0.70], [-0.20, 0.02, 0.27]], "e_lumo_ev": 1.19, "e_tot_ev": -8828.5046, "total_charge": 0, "smiles": "NCCNCCN", "orbital_gap_ev": 9.833, "de_lowest_kcal_mol": 20.94, "multiplicity": 1}


[5]
{"formula": "C4H13N3", "method": "the ωB97M-V functional and the def2-TZVPD basis", "species": ["C", "C", "C", "C", "N", "N", "N", "H", "H", "H", "H", "H", "H", "H", "H", "H", "H", "H", "H", "H"], "coordinates": [[0.35551, 1.84406, 0.08174], [-0.83682, -1.87072, 0.32499], [1.68922, 1.69718, 0.77973], [-0.88691, -2.09496, -1.18024], [-0.65598, 0.52647, 0.35990], [-0.01692, -0.70516, 0.67389], [0.26328, 1.79144, -1.30857], [-1.46299, 0.72333, 0.96957], [0.21278, -0.71724, 1.66309], [-0.25551, 2.63963, 0.52488], [1.07597, 1.31122, -1.69111], [-0.64318, 0.80557, -0.89161], [-0.36770, -2.72934, 0.81217], [-1.85841, -1.78248, 0.72908], [2.20995, 0.80929, 0.42147], [1.58062, 1.63445, 1.86548], [2.29617, 2.57323, 0.54462], [0.11994, -2.22604, -1.57758], [-1.47662, -2.98397, -1.41051], [-1.34242, -1.24593, -1.69099]], "forces_ev_per_a": [[-0.57, -0.97, 0.56], [0.00, 0.13, -0.07], [-0.13, -0.02, -0.06], [0.01, 0.05, 0.12], [0.30, 0.36, 0.50], [0.04, 0.13, 0.05], [-0.51, -0.53, -0.35], [0.16, -0.08, -0.04], [-0.05, -0.01, -0.08], [0.08, 0.00, -0.04], [0.02, 0.07, 0.05], [0.67, 0.81, -0.62], [-0.02, 0.06, -0.01], [0.06, -0.01, -0.03], [-0.02, 0.01, 0.00], [0.02, 0.02, -0.04], [-0.03, -0.01, 0.02], [-0.02, -0.01, 0.02], [0.02, 0.03, 0.01], [0.00, -0.02, 0.00]], "e_lumo_ev": 0.84, "e_tot_ev": -8825.8106, "total_charge": 0, "orbital_gap_ev": 8.718, "de_lowest_kcal_mol": 83.06, "multiplicity": 1}


[6]
{"formula": "C4H13N3", "method": "the ωB97M-V functional and the def2-TZVPD basis", "species": ["C", "N", "C", "C", "N", "C", "N", "H", "H", "H", "H", "H", "H", "H", "H", "H", "H", "H", "H", "H"], "coordinates": [[1.50752, -0.77935, 0.31870], [0.25341, -0.81839, 1.04773], [-1.05590, -1.25805, 0.62136], [-1.83464, -0.41126, -0.43161], [-1.73657, 1.00249, -0.03894], [1.47690, 0.32675, -0.77586], [1.90554, 1.60435, -0.37201], [1.72492, -1.80159, 0.00480], [2.28223, -0.57687, 1.03521], [0.09925, 0.09334, 1.48973], [-1.66778, -1.06685, 1.50726], [-1.04186, -2.32190, 0.40979], [-1.46973, -0.48956, -1.44135], [-2.85167, -0.77407, -0.31799], [-1.42888, 1.58983, -0.81097], [-2.64230, 1.40503, 0.16190], [0.44618, 0.44955, -1.09282], [1.99707, 0.00291, -1.66440], [2.76071, 1.64126, 0.17345], [1.27560, 2.18238, 0.17601]], "forces_ev_per_a": [[-0.45, -2.17, 1.03], [-0.16, 2.34, -1.28], [-0.02, -0.74, 0.76], [0.54, 1.17, 0.53], [-0.21, 0.38, -0.29], [-1.22, 0.76, -0.28], [0.68, 0.87, 1.19], [-0.14, 0.17, -0.75], [0.36, 0.47, 0.34], [0.19, -0.23, 0.41], [0.05, -0.43, 0.12], [-0.02, -0.09, -0.30], [0.03, -0.67, -0.32], [-0.07, -0.13, -0.40], [0.20, -0.29, 0.04], [-0.16, -0.21, 0.41], [-0.02, -0.18, -0.17], [0.56, -0.48, -0.03], [0.34, -0.25, -0.55], [-0.50, -0.28, -0.47]], "e_lumo_ev": [-2.65, -7.55], "e_tot_ev": -8820.3471, "total_charge": 1, "orbital_gap_ev": [11.409, 6.126], "de_lowest_kcal_mol": 15.15, "multiplicity": 2}